# 1
C5H10NO | wB97M-V/def2-TZVPD

Each line ends with the Löwdin spin population.
CARTESIAN COORDINATES (ANGSTROEM)
N 0.229 1.026 -1.016  0.006
C -1.008 0.555 -1.604  0.001
C -1.548 -0.424 -0.565  0.003
C -0.211 -1.209 -0.282  0.000
C 0.688 0.029 -0.051  0.038
C 0.776 0.506 1.414  0.104
O 1.166 -0.492 2.234  0.788
H 0.873 1.277 -1.744  0.000
H -0.859 -0.060 -2.509  0.000
H -1.756 1.290 -1.912  0.000
H -2.418 -1.049 -0.764  0.000
H -1.845 0.066 0.366  0.002
H 0.094 -1.712 -1.191  0.001
H -0.260 -1.823 0.610  -0.001
H 1.701 -0.256 -0.372  0.002
H -0.286 0.726 1.640  0.056
H 1.424 1.385 1.480  0.001

Atoms 1-2, force components in eV/Å:
-0.7686 0.7101 0.3602
-1.5821 -1.0572 -0.4400

2S+1   2
Orbital gap (spin up / spin down)   9.96 / 7.54 eV
Highest occupied orbital energy (spin up / spin down)   -0.32839 / -0.32789 hartree

# 2
C5H10NO | wB97M-V/def2-TZVPD

Each line ends with the natural charge from an NBO analysis.
CARTESIAN COORDINATES (ANGSTROEM)
O 0.313 -0.625 2.486  -0.448
C 0.893 -1.015 1.475  0.362
C 0.979 -0.465 -0.043  -0.160
N -0.140 -0.961 -0.897  -0.552
C -1.352 0.170 -0.870  -0.158
C -0.785 1.079 0.118  -0.492
C 0.712 1.076 0.058  -0.405
H 1.352 -2.040 1.779  0.166
H 1.927 -0.813 -0.349  0.252
H 0.205 -1.182 -2.028  0.486
H -0.425 -1.740 -0.378  0.433
H -1.553 0.474 -1.928  0.240
H -2.209 -0.232 -0.536  0.229
H -1.168 0.971 1.141  0.267
H -0.990 2.118 -0.179  0.271
H 1.089 1.582 0.978  0.272
H 1.150 1.600 -0.826  0.236

Atoms 1-2, force components in eV/Å:
0.6345 1.1119 -3.0730
-0.9327 -2.6799 2.8943

Total charge   +1
SMILES   O=C[C@@H]1CCC[NH2+]1
2S+1   1
Orbital gap   9.87 eV
Highest occupied orbital energy   -0.52124 hartree

# 3
C5H10NO | wB97M-V/def2-TZVPD

Each line ends with the natural charge from an NBO analysis.
CARTESIAN COORDINATES (ANGSTROEM)
C -0.048 0.895 -0.746  -0.522
C 1.303 1.033 0.013  -0.323
C -0.760 -0.245 -0.135  0.554
C -0.286 -1.535 -0.477  -0.778
C -1.731 -0.001 0.924  -0.740
N 1.990 -0.216 0.035  0.123
O 3.119 -0.335 0.400  -0.152
H -0.596 1.830 -0.653  0.266
H 0.166 0.709 -1.798  0.264
H 1.914 1.810 -0.457  0.282
H 1.120 1.363 1.043  0.256
H -0.789 -2.375 -0.017  0.264
H 0.803 -1.448 -0.126  0.357
H -0.120 -1.697 -1.542  0.298
H -2.718 0.107 0.460  0.319
H -1.553 0.936 1.451  0.262
H -1.815 -0.830 1.625  0.271

Atoms 1-2, force components in eV/Å:
-0.1011 -0.0099 -0.2894
-0.0494 1.4604 0.4814

Total charge   +1
2S+1   1
Orbital gap   7.84 eV
Highest occupied orbital energy   -0.50283 hartree

# 4
C5H10NO | wB97M-V/def2-TZVPD

Each line ends with the natural charge from an NBO analysis.
CARTESIAN COORDINATES (ANGSTROEM)
C 0.100 0.024 -0.324  0.484
C -0.841 0.628 1.937  -0.233
C -2.022 0.242 1.126  -0.214
C -0.148 -0.832 -1.547  -0.667
C 1.765 0.593 -0.029  -0.045
N -0.685 0.266 0.596  -0.302
O 2.350 1.126 -1.155  -0.649
H -0.821 1.679 2.046  0.234
H -0.516 0.092 2.860  0.270
H -2.567 -0.657 1.337  0.252
H -2.501 1.060 0.658  0.238
H -1.004 -0.472 -1.965  0.253
H -0.216 -1.864 -1.096  0.274
H 0.757 -0.737 -2.186  0.235
H 1.629 1.222 0.837  0.202
H 2.195 -0.388 0.341  0.188
H 2.390 0.422 -1.793  0.479

Atoms 1-2, force components in eV/Å:
5.2103 0.2186 -1.3680
-0.4006 1.4606 2.1131

Total charge   +1
SMILES   CC(CO)=[N+]1CC1
2S+1   1
Orbital gap   10.60 eV
Highest occupied orbital energy   -0.53729 hartree

# 5
C5H10NO | wB97M-V/def2-TZVPD

Each line ends with the natural charge from an NBO analysis.
CARTESIAN COORDINATES (ANGSTROEM)
O 2.592 -0.551 -0.343  -0.455
C 1.697 -0.072 -0.978  0.398
C 0.497 0.538 -0.256  -0.119
C -0.254 -0.436 0.626  -0.460
C -1.102 -1.383 -0.171  -0.228
C -2.418 -1.235 -0.288  -0.325
N 1.079 1.690 0.596  -0.679
H 1.673 -0.137 -2.075  0.165
H -0.172 1.093 -0.912  0.232
H 0.436 -0.947 1.305  0.254
H -0.946 0.142 1.248  0.224
H -0.684 -2.198 -0.755  0.226
H -2.939 -0.380 0.128  0.189
H -3.062 -2.054 -0.584  0.229
H 2.087 1.612 0.767  0.457
H 0.877 2.596 0.171  0.446
H 0.638 1.721 1.521  0.446

Atoms 1-2, force components in eV/Å:
0.1198 0.4176 0.1964
-0.1765 -0.8528 -0.3641

Total charge   +1
SMILES   C=CC[C@@H]([NH3+])C=O
2S+1   1
Orbital gap   9.59 eV
Highest occupied orbital energy   -0.50422 hartree

# 6
C5H10NO | wB97M-V/def2-TZVPD

Each line ends with the natural charge from an NBO analysis.
CARTESIAN COORDINATES (ANGSTROEM)
O -0.998 -1.254 -0.839  -0.489
C -0.717 -1.143 0.364  0.419
C -0.556 0.260 1.030  -0.127
C 0.872 0.779 0.769  -0.489
C 1.705 -0.097 -0.170  -0.230
C 1.727 -0.044 -1.527  -0.314
N -1.619 1.131 0.290  -0.715
H -0.599 -2.021 1.014  0.177
H -0.870 0.026 2.019  0.238
H 1.024 1.875 0.540  0.257
H 1.200 0.492 1.767  0.255
H 2.274 -0.832 0.423  0.219
H 1.235 0.705 -2.013  0.184
H 2.381 -0.702 -2.090  0.231
H -1.771 0.665 -0.646  0.470
H -2.591 1.482 0.899  0.491
H -1.151 1.901 -0.023  0.422

Atoms 1-2, force components in eV/Å:
0.2717 0.5207 3.3637
-0.7840 -0.0796 -3.1711

Total charge   +1
SMILES   C=CC[C@@H]([NH3+])C=O
2S+1   1
Orbital gap   9.43 eV
Highest occupied orbital energy   -0.50163 hartree

# 7
C5H10NO | wB97M-V/def2-TZVPD

Each line ends with the natural charge from an NBO analysis.
CARTESIAN COORDINATES (ANGSTROEM)
C 1.081 0.903 1.539  -0.443
C -1.074 0.886 -0.073  0.055
C 0.818 -0.190 0.494  -0.144
C 1.113 1.397 0.070  0.113
C -0.462 -1.103 -1.302  -0.456
N -0.521 -0.577 0.049  -0.383
O -0.073 1.713 -0.588  -0.457
H 0.289 1.366 1.977  0.232
H 2.072 1.029 1.993  0.280
H -1.858 0.983 -0.898  0.238
H -1.607 1.161 0.880  0.218
H 1.664 -0.845 0.288  0.263
H 1.998 1.894 -0.379  0.254
H 0.121 -2.058 -1.207  0.256
H -1.502 -1.518 -1.598  0.242
H -0.418 -0.311 -2.041  0.268
H -1.139 -1.165 0.671  0.465

Atoms 1-2, force components in eV/Å:
1.1821 0.4675 -3.3906
-3.3030 1.3452 -1.6919

Total charge   +1
SMILES   C[N@@H+]1CO[C@H]2C[C@H]21
2S+1   1
Orbital gap   10.56 eV
Highest occupied orbital energy   -0.50911 hartree

# 8
C5H10NO | wB97M-V/def2-TZVPD

Each line ends with the Löwdin spin population.
CARTESIAN COORDINATES (ANGSTROEM)
C 1.522 0.918 1.995  0.364
C 0.405 0.360 1.635  0.172
C -0.479 -0.257 -0.418  0.585
C -0.130 -0.818 -1.788  0.076
C -1.719 0.571 -0.541  0.071
N 0.313 -0.501 0.559  0.446
O 1.445 -1.255 0.404  0.157
H 1.627 1.545 2.907  0.016
H 2.552 0.507 1.647  0.011
H 1.317 -1.256 -0.490  0.004
H -0.425 0.734 2.230  0.006
H 0.578 -1.634 -1.689  -0.001
H 0.127 0.039 -2.388  0.022
H -1.014 -1.366 -2.212  0.024
H -1.521 1.308 -1.395  0.026
H -2.101 1.217 0.310  0.000
H -2.498 -0.109 -0.766  0.020

Atoms 1-2, force components in eV/Å:
7.0683 0.0220 2.1770
-3.3731 -1.0950 -1.2470

Total charge   +1
2S+1   3
Orbital gap (spin up / spin down)   7.60 / 7.90 eV
Highest occupied orbital energy (spin up / spin down)   -0.41048 / -0.60217 hartree

In the order shown, the computed E_tot values come out to -8882.0079 -8875.5025 -8873.7074 -8874.8081 -8876.4855 -8875.0776 -8874.6694 -8870.1549 eV.